Entry from the OMol25 dataset: a 4-piece molecular cluster, C43H64Cl2N2O9P2 overall at a distorted geometry (the ωB97M-V functional and the def2-TZVPD basis).

Geometry (Å):
C -0.143 -6.491 -3.110
C -1.673 -6.466 -2.948
C -2.156 -6.165 -1.517
C -2.735 -4.765 -1.358
C -1.688 -3.671 -1.679
C -1.587 -2.526 -0.693
C -1.555 -1.214 -1.218
N -1.599 -1.013 -2.653
C -2.622 -0.042 -3.063
C -0.267 -0.696 -3.106
C 0.330 0.683 -2.959
O 0.407 -1.567 -3.569
C -1.481 -0.110 -0.370
C -1.417 -0.325 0.995
C -1.413 -1.609 1.556
C -1.495 -2.718 0.703
N -1.451 -4.014 1.259
C -0.320 -4.600 1.265
C -0.235 -6.015 1.729
C 0.982 -3.950 0.862
C -1.308 -1.699 3.051
O -1.941 -2.468 3.707
C -0.379 -0.681 3.664
C -0.388 0.582 3.065
C 0.447 1.601 3.496
C 1.342 1.362 4.532
O 2.181 2.382 4.876
C 3.493 2.310 4.309
C 3.541 2.047 2.799
C 3.730 0.554 2.473
C 4.712 2.843 2.157
C 6.031 2.719 2.956
C 4.243 4.286 1.919
C 1.331 0.115 5.189
P 2.349 -0.308 6.694
O 3.072 1.109 7.098
Cl 3.904 -1.422 5.837
C 0.468 -0.918 4.755
P 0.580 -2.492 5.736
O -0.917 -2.600 6.391
Cl 0.565 -3.968 4.317
C -1.315 0.817 1.927
O -1.941 1.835 1.803
H 0.206 -5.482 -3.327
H 0.167 -7.124 -3.936
H 0.355 -6.805 -2.195
H -2.037 -7.452 -3.238
H -2.081 -5.767 -3.677
H -1.331 -6.316 -0.830
H -2.938 -6.882 -1.267
H -3.556 -4.685 -2.071
H -3.177 -4.638 -0.376
H -0.705 -4.143 -1.729
H -1.872 -3.268 -2.663
H -2.258 0.984 -3.159
H -3.482 -0.041 -2.406
H -2.966 -0.329 -4.056
H 0.809 1.005 -3.875
H -0.386 1.446 -2.670
H 1.050 0.624 -2.147
H -1.476 0.907 -0.729
H 0.450 -6.102 2.572
H -1.199 -6.384 2.058
H 0.161 -6.629 0.922
H 1.022 -3.812 -0.218
H 1.113 -2.978 1.329
H 1.808 -4.584 1.174
H 0.392 2.561 3.003
H 4.136 1.602 4.827
H 3.924 3.294 4.480
H 2.645 2.417 2.304
H 2.778 0.029 2.568
H 4.078 0.409 1.455
H 4.419 0.113 3.186
H 4.863 2.383 1.184
H 6.277 3.671 3.418
H 6.001 1.891 3.658
H 6.822 2.487 2.245
H 5.039 4.964 1.623
H 3.517 4.255 1.106
H 3.703 4.636 2.798
H 4.019 0.937 7.189
H -0.868 -2.055 7.189
C 9.783 5.271 2.412
C 9.696 5.604 0.926
C 8.194 5.545 0.686
O 7.568 5.941 1.910
C 8.545 5.968 2.956
H 10.701 5.611 2.888
H 9.703 4.191 2.558
H 10.067 6.615 0.747
H 10.252 4.919 0.288
H 7.871 4.525 0.447
H 7.867 6.209 -0.114
H 8.756 7.013 3.207
H 8.137 5.476 3.840
C -8.054 0.069 -2.303
C -7.581 -0.009 -0.854
C -6.236 -0.705 -1.002
O -5.719 -0.317 -2.280
C -6.750 0.330 -3.041
H -8.800 0.841 -2.483
H -8.476 -0.892 -2.609
H -7.442 0.998 -0.453
H -8.263 -0.546 -0.196
H -6.348 -1.794 -0.990
H -5.524 -0.423 -0.225
H -6.526 1.396 -3.088
H -6.751 -0.065 -4.056
C -5.956 3.222 -7.524
C -5.140 1.943 -7.363
C -5.148 1.759 -5.852
O -6.384 2.308 -5.383
C -7.004 3.057 -6.432
H -6.393 3.344 -8.514
H -5.331 4.093 -7.317
H -5.653 1.109 -7.847
H -4.134 2.008 -7.775
H -4.325 2.307 -5.380
H -5.083 0.712 -5.552
H -7.869 2.491 -6.796
H -7.357 4.009 -6.034

Output
- Kohn-Sham gap (eV) = 7.80
- HOMO energy (eV) = -8.40
- charge = 0
- energy (a.u.) = -4066.6587
- SMILES = CCCCCc1c(N(C)C(C)=O)cc2c(c1N=C(C)C)C(=O)c1c(cc(OC[C@H](C)C(C)C)c(P(O)Cl)c1P(O)Cl)C2=O.C1CCOC1.C1CCOC1.C1CCOC1